ORCA calculation (wB97M-V/def2-TZVPD) on 3 unconnected molecules or ions with the total composition C21H49IN2O8P.

Each line ends with the Löwdin charge.
CARTESIAN COORDINATES (ANGSTROEM)
C -2.5070 0.7167 -1.2951  -0.189
C -4.0010 0.9527 -1.6220  -0.778
I -5.1650 0.5555 0.1813  0.715
C -4.3208 2.3481 -2.1462  -0.426
P -5.6500 2.4006 -3.5233  0.466
O -6.9066 2.4344 -4.7582  -0.363
C -8.1796 2.6880 -4.2894  -0.275
C -8.2100 2.7482 -2.7385  -0.377
C -9.0844 1.6747 -2.0894  -0.152
C -10.4589 2.1772 -1.6519  -0.188
C -11.4379 2.5476 -2.7719  -0.097
C -11.9876 1.4376 -3.6306  -0.496
O -13.1077 1.4983 -4.1319  0.056
O -11.1909 0.3704 -3.8300  0.107
O -6.8858 2.5294 -2.2974  -0.360
H -2.3838 0.5330 -0.2331  0.007
H -2.1258 -0.1490 -1.8279  0.070
H -1.9525 1.6166 -1.5384  0.058
H -4.3459 0.1929 -2.3142  0.031
H -4.6737 2.9638 -1.3243  0.035
H -3.4090 2.8163 -2.5181  0.057
H -5.5560 3.8579 -3.5438  0.011
H -4.6284 2.3821 -4.5594  -0.022
H -5.7565 0.9563 -3.5689  0.012
H -8.8853 1.9395 -4.6611  0.098
H -8.5176 3.6751 -4.6432  0.100
H -8.4640 3.7604 -2.4110  0.131
H -8.5490 1.3562 -1.1974  0.102
H -9.1428 0.8067 -2.7346  0.103
H -10.9159 1.4943 -0.9363  0.108
H -10.2750 3.0986 -1.0967  0.108
H -12.3136 3.0203 -2.3388  0.117
H -10.9557 3.2699 -3.4303  0.127
H -11.7441 -0.3251 -4.1968  0.121
C 3.1266 -3.0690 3.0764  -0.108
O 2.1744 -2.1231 3.5137  -0.181
C 2.6638 -0.7936 3.6382  -0.206
C 2.1946 0.0903 2.4980  -0.210
N 2.8378 -0.2593 1.2372  -0.051
C 2.2199 0.3018 0.0331  -0.193
C 0.7394 0.0645 -0.2477  -0.236
O 0.4040 -1.2548 -0.6269  -0.180
C 0.3112 -2.1878 0.4279  -0.096
H 2.7241 -4.0604 3.2805  0.089
H 3.3077 -2.9954 1.9978  0.072
H 4.0759 -2.9553 3.6090  0.079
H 3.7546 -0.7828 3.7325  0.105
H 2.2478 -0.3937 4.5664  0.122
H 2.4308 1.1322 2.7380  0.123
H 1.1028 0.0001 2.4505  0.104
H 2.8616 -1.2642 1.1459  0.062
H 2.7809 -0.0903 -0.8186  0.120
H 2.3900 1.3839 0.0470  0.116
H 0.4838 0.6827 -1.1107  0.117
H 0.0930 0.4034 0.5704  0.111
H -0.1340 -1.7478 1.3238  0.092
H 1.2866 -2.6198 0.6733  0.067
H -0.3311 -3.0003 0.0885  0.090
C 9.7739 0.1937 0.2806  -0.113
O 9.3129 -1.1242 0.0688  -0.187
C 10.1348 -2.1492 0.6051  -0.219
C 9.5409 -2.7775 1.8490  -0.218
N 9.5728 -1.8743 2.9909  -0.053
C 8.7636 -2.2785 4.1394  -0.199
C 7.2735 -2.5567 3.9614  -0.237
O 6.4659 -1.4192 3.7356  -0.198
C 6.5228 -0.8950 2.4174  -0.088
H 9.2189 0.8427 -0.3944  0.090
H 9.5966 0.5399 1.3048  0.073
H 10.8405 0.2827 0.0548  0.087
H 11.1466 -1.7768 0.7954  0.121
H 10.2043 -2.9250 -0.1619  0.121
H 10.1218 -3.6726 2.0947  0.123
H 8.5245 -3.1023 1.5939  0.103
H 9.2865 -0.9515 2.6983  0.065
H 8.8600 -1.4894 4.8885  0.120
H 9.2235 -3.1749 4.5700  0.116
H 6.9206 -2.9716 4.9095  0.121
H 7.0777 -3.3212 3.1986  0.112
H 6.5937 -1.6794 1.6603  0.092
H 7.3584 -0.1959 2.3235  0.073
H 5.6070 -0.3304 2.2404  0.073

- Gap between HOMO and LUMO: 6.065 eV
- Total charge: -1
- LUMO energy: 0.068 Eh
- Spin multiplicity: 1


ORCA calculation (wB97M-V/def2-TZVPD) on 4 unconnected molecules or ions with the total composition C21H49N2O5.

Each line ends with the Löwdin charge.
CARTESIAN COORDINATES (ANGSTROEM)
C -0.8512 7.8231 -2.9456  -0.083
C -0.3795 6.3070 -3.2649  -0.242
O -1.1358 5.3265 -2.5134  -0.069
C -0.6921 4.0194 -2.8581  -0.376
O 0.2798 3.8735 -3.6462  0.014
C -1.3613 2.6884 -2.2948  -0.097
C -0.2119 1.9439 -1.3996  -0.211
C -0.1330 0.4382 -1.9369  -0.245
C 0.5136 -0.5393 -0.8415  -0.385
N 1.2785 0.2802 0.1854  -0.102
C 1.6423 -1.4959 -1.4811  -0.324
N 1.2124 -2.2095 -2.7191  -0.148
C 2.3295 -3.1558 -3.0597  -0.189
H -1.8744 8.0686 -3.3768  0.073
H -0.1033 8.4821 -3.5215  0.081
H -0.7698 8.0560 -1.8367  0.054
H 0.7425 6.2880 -3.0176  0.133
H -0.5880 6.1450 -4.3717  0.127
H -1.5738 2.0269 -3.2103  0.116
H -2.3270 2.8529 -1.7206  0.108
H -0.5335 2.0465 -0.3171  0.095
H 0.8000 2.4660 -1.5514  0.107
H 0.4243 0.4295 -2.9412  0.101
H -1.2131 0.1011 -2.1243  0.076
H 1.5933 -0.3426 0.9364  0.024
H 2.0719 0.7551 -0.2822  0.022
H 2.6283 -0.9351 -1.6494  0.088
H 1.8496 -2.3073 -0.6836  0.078
H 0.3877 -2.7955 -2.5353  0.072
H 3.2390 -2.5406 -3.3519  0.070
H 2.0110 -3.8314 -3.9219  0.069
H 2.5717 -3.7816 -2.1185  0.066
C -2.8948 -6.6141 -1.0410  -0.087
C -1.6000 -5.8589 -0.7902  -0.290
O -1.4227 -4.7377 -1.6389  -0.169
C -2.4134 -3.7198 -1.5577  -0.277
C -2.5392 -3.1034 -0.1758  -0.087
H -2.9453 -6.9512 -2.0812  0.079
H -2.9607 -7.4862 -0.3846  0.072
H -3.7720 -5.9914 -0.8574  0.062
H -0.7593 -6.5305 -0.9824  0.116
H -1.5180 -5.5548 0.2584  0.096
H -3.3787 -4.1036 -1.9078  0.099
H -2.1170 -2.9411 -2.2658  0.113
H -2.8424 -3.8378 0.5753  0.058
H -3.2845 -2.3047 -0.1833  0.075
H -1.5801 -2.6840 0.1432  0.056
C 0.9880 6.3229 3.7266  -0.082
C 0.6287 7.6567 3.0934  -0.288
O 0.9877 7.7497 1.7230  -0.164
C 0.3891 6.7996 0.8493  -0.270
C -1.1279 6.8682 0.8260  -0.081
H 2.0612 6.1314 3.6313  0.082
H 0.7228 6.3209 4.7871  0.074
H 0.4655 5.4916 3.2508  0.069
H 1.1734 8.4502 3.6113  0.114
H -0.4356 7.8791 3.2220  0.102
H 0.7339 5.7904 1.0958  0.113
H 0.7680 7.0171 -0.1532  0.110
H -1.5627 6.6512 1.8038  0.065
H -1.5293 6.1450 0.1124  0.071
H -1.4607 7.8688 0.5352  0.076
C 1.7630 -7.2143 4.5873  -0.088
C 0.5431 -6.4111 4.1674  -0.287
O 0.7729 -5.0117 4.1225  -0.161
C 1.7832 -4.5673 3.2244  -0.272
C 1.5100 -4.9305 1.7756  -0.074
H 2.1177 -6.8853 5.5692  0.079
H 1.5188 -8.2787 4.6396  0.073
H 2.5903 -7.0960 3.8857  0.063
H -0.2526 -6.5715 4.8992  0.115
H 0.1532 -6.7618 3.2064  0.103
H 2.7630 -4.9376 3.5457  0.102
H 1.8219 -3.4786 3.3141  0.121
H 1.4680 -6.0118 1.6256  0.063
H 2.2958 -4.5328 1.1297  0.076
H 0.5504 -4.5180 1.4529  0.076

- Gap between HOMO and LUMO: 4.121 eV
- Total charge: -1
- LUMO energy: 0.097 Eh
- Spin multiplicity: 1


ORCA calculation (wB97M-V/def2-TZVPD) on 3 unconnected molecules or ions with the total composition C21H50FN2O11P2S.

Each line ends with the Löwdin charge.
CARTESIAN COORDINATES (ANGSTROEM)
C -2.4825 -4.8391 3.4425  -0.084
C -1.8807 -5.7440 2.3547  -0.220
C -1.7839 -5.0344 0.9941  -0.163
C -0.7155 -3.9318 0.9890  -0.307
C 0.6233 -4.5229 0.5549  -0.016
N -1.0970 -2.7498 0.1289  -0.026
C -0.1108 -1.6135 0.1686  -0.064
C -0.4993 -0.5948 1.2257  -0.154
N -1.6642 0.2187 0.7859  -0.107
S -2.3848 0.9264 2.1123  0.614
O -1.3304 1.3626 2.9588  -0.225
O -3.2999 1.9273 1.7314  -0.193
F -3.1085 -0.2323 2.8836  -0.115
C -2.5705 -0.6995 0.0362  -0.351
O -3.9003 -0.2976 0.2236  0.019
C -2.4541 -2.1727 0.4443  -0.041
H -2.1713 -3.7965 3.3421  0.053
H -3.5697 -4.8799 3.3738  0.083
H -2.2033 -5.1819 4.4367  0.082
H -2.5789 -6.5660 2.2022  0.117
H -0.9029 -6.1332 2.6379  0.111
H -1.4522 -5.7928 0.2782  0.123
H -2.7736 -4.7224 0.6569  0.114
H -0.5919 -3.5500 2.0051  0.145
H 0.7760 -5.4309 1.1364  0.099
H 0.6336 -4.7674 -0.5085  0.102
H 1.4631 -3.8797 0.8136  0.083
H -1.1375 -3.0870 -0.8350  0.193
H -0.0773 -1.1733 -0.8276  0.152
H 0.8995 -1.9341 0.4001  0.130
H -0.6692 -1.0777 2.1927  0.131
H 0.3687 0.0476 1.3592  0.143
H -2.3792 -0.6099 -1.0384  0.165
H -4.4703 -1.0574 0.3771  0.118
H -3.1706 -2.7129 -0.1760  0.148
H -2.7360 -2.3840 1.4755  0.138
O 0.9031 6.0527 5.7504  -0.212
P 0.9845 6.5508 4.3732  0.406
O 2.3644 7.2809 4.0641  -0.173
C 3.5949 6.5520 4.1740  -0.263
C 3.8119 5.5952 3.0172  -0.081
O 0.0104 7.8270 4.2596  -0.191
C -0.8797 8.1876 5.3178  -0.291
C -0.2825 9.2754 6.1841  -0.070
O 0.6366 5.9339 2.9495  -0.178
C -0.2629 4.8052 2.8709  -0.253
C -1.6757 5.1803 3.2716  -0.062
H 3.6211 6.0205 5.1286  0.114
H 4.3846 7.3008 4.1914  0.119
H 3.0881 4.7784 3.0373  0.064
H 4.8122 5.1638 3.0673  0.078
H 3.6931 6.1123 2.0651  0.084
H -1.1467 7.3154 5.9151  0.100
H -1.7937 8.5473 4.8414  0.117
H 0.7001 8.9809 6.5530  0.078
H -0.9292 9.4891 7.0359  0.078
H -0.1527 10.1916 5.6069  0.078
H 0.1170 3.9966 3.4994  0.111
H -0.2440 4.4594 1.8388  0.117
H -1.7370 5.4337 4.3319  0.074
H -2.3518 4.3446 3.0887  0.066
H -2.0191 6.0498 2.7115  0.091
O 0.3657 -4.0842 -5.4288  -0.222
P 1.3823 -3.0512 -5.6656  0.408
O 2.1741 -2.6815 -4.3263  -0.188
C 2.9468 -3.6969 -3.6666  -0.278
C 4.2450 -4.0069 -4.3847  -0.071
O 0.5996 -1.6533 -5.8700  -0.191
C -0.8173 -1.6088 -6.0153  -0.287
C -1.4650 -1.3114 -4.6819  -0.083
O 2.4957 -2.8001 -6.7559  -0.172
C 2.4018 -3.4493 -8.0534  -0.234
C 1.2270 -2.9419 -8.8603  -0.069
H 2.3413 -4.6011 -3.5534  0.109
H 3.1585 -3.3102 -2.6692  0.110
H 4.0608 -4.4863 -5.3466  0.071
H 4.8586 -4.6788 -3.7845  0.083
H 4.8033 -3.0916 -4.5785  0.089
H -1.2019 -2.5388 -6.4335  0.105
H -1.0364 -0.8156 -6.7309  0.124
H -1.1131 -2.0391 -3.9443  0.057
H -2.5532 -1.3617 -4.7398  0.079
H -1.1777 -0.3207 -4.3245  0.077
H 2.3405 -4.5300 -7.9128  0.120
H 3.3391 -3.2362 -8.5611  0.122
H 0.2777 -3.2391 -8.4091  0.071
H 1.2620 -3.3501 -9.8697  0.087
H 1.2399 -1.8536 -8.9146  0.089

- Gap between HOMO and LUMO: 8.466 eV
- Total charge: +1
- LUMO energy: -0.111 Eh
- Spin multiplicity: 1


ORCA calculation (wB97M-V/def2-TZVPD) on 6 unconnected molecules or ions with the total composition C21H50N2O9S2.

Each line ends with the Löwdin charge.
CARTESIAN COORDINATES (ANGSTROEM)
O 3.5937 -4.4994 -3.2911  -0.419
S 3.7306 -3.4640 -4.3165  0.917
O 3.8697 -4.3266 -5.7461  -0.272
O 2.3211 -2.6143 -4.5528  -0.375
C 1.7398 -2.1414 -3.3118  -0.230
C 0.1998 -2.5686 -3.3386  -0.160
C -0.7805 -1.3371 -3.4791  -0.241
C -1.5489 -1.2495 -4.8516  -0.461
S -2.3491 -2.8071 -5.4006  0.960
C -3.7816 -3.1316 -4.3700  -0.604
N -4.5279 -4.2136 -4.6407  -0.014
N -5.5442 -4.3060 -3.7299  0.032
C -5.3737 -3.2511 -2.9323  -0.167
O -4.2820 -2.4482 -3.2856  -0.001
H 2.9839 -4.7233 -5.9024  0.071
H 2.2057 -2.5729 -2.3930  0.101
H 1.8565 -1.0257 -3.2184  0.125
H 0.0858 -3.3470 -4.1286  0.091
H -0.0042 -3.0330 -2.3369  0.114
H -1.4559 -1.3259 -2.5813  0.094
H -0.1476 -0.4059 -3.4154  0.109
H -2.2942 -0.4133 -4.7463  0.088
H -0.8059 -0.9317 -5.6333  0.092
H -6.0815 -3.1214 -2.0864  0.134
C 6.4031 -2.3849 -1.5461  -0.061
C 5.8451 -1.2310 -0.7294  -0.495
C 6.4182 -1.2205 0.6788  -0.058
O 4.4217 -1.3402 -0.6641  -0.068
H 6.1448 -3.3457 -1.0910  0.087
H 5.9736 -2.3843 -2.5499  0.054
H 7.4901 -2.3211 -1.6309  0.082
H 6.0742 -0.2852 -1.2255  0.139
H 6.1615 -2.1412 1.2117  0.084
H 5.9999 -0.3935 1.2564  0.060
H 7.5055 -1.1201 0.6618  0.083
H 4.2092 -2.1740 -0.2269  0.088
C 4.1130 2.0058 1.3763  -0.064
C 4.3576 2.4363 2.8143  -0.495
C 3.0496 2.5852 3.5764  -0.063
O 5.0588 3.6769 2.8272  -0.059
H 3.5160 2.7518 0.8432  0.077
H 5.0586 1.9128 0.8373  0.074
H 3.5914 1.0467 1.3342  0.078
H 4.9928 1.7013 3.3148  0.134
H 2.4177 3.3507 3.1164  0.076
H 3.2390 2.9046 4.6036  0.078
H 2.4960 1.6435 3.5997  0.078
H 4.5038 4.3329 2.3862  0.052
C 3.7339 7.3393 -0.3845  -0.063
C 2.6384 6.4784 0.2245  -0.492
C 1.3762 7.2870 0.4792  -0.063
O 3.1008 5.9179 1.4541  -0.069
H 4.0083 8.1549 0.2912  0.082
H 4.6369 6.7486 -0.5520  0.081
H 3.4155 7.7683 -1.3368  0.081
H 2.4119 5.6453 -0.4443  0.139
H 1.5714 8.1010 1.1839  0.082
H 0.6024 6.6593 0.9258  0.080
H 0.9876 7.7144 -0.4474  0.081
H 3.3048 6.6453 2.0550  0.096
C -3.8281 -2.5001 0.0255  -0.067
C -2.9791 -1.5057 0.8007  -0.488
C -3.7936 -0.8020 1.8745  -0.064
O -2.4399 -0.5370 -0.1008  -0.060
H -4.6533 -1.9926 -0.4826  0.066
H -3.2372 -2.9920 -0.7503  0.074
H -4.2410 -3.2653 0.6868  0.086
H -2.1349 -2.0239 1.2609  0.140
H -4.6196 -0.2384 1.4312  0.080
H -3.1750 -0.0834 2.4157  0.084
H -4.2053 -1.5162 2.5897  0.075
H -3.1787 -0.0731 -0.5130  0.087
C -7.9219 -2.1701 3.9283  -0.065
C -7.0738 -1.1727 4.7025  -0.501
C -7.8884 -0.4729 5.7794  -0.066
O -6.5395 -0.2024 3.8030  -0.065
H -8.7516 -1.6658 3.4237  0.081
H -7.3277 -2.6575 3.1522  0.075
H -8.3310 -2.9378 4.5885  0.081
H -6.2267 -1.6885 5.1602  0.138
H -8.7171 0.0882 5.3368  0.081
H -7.2706 0.2469 6.3199  0.080
H -8.2964 -1.1900 6.4950  0.080
H -7.2792 0.2607 3.3918  0.088

- Gap between HOMO and LUMO: 9.352 eV
- LUMO energy: 0.016 Eh
- Spin multiplicity: 1